Entry 1:
A 6-piece molecular cluster, C54H52N8O15S4 overall, computed with wB97M-V/def2-TZVPD.

Atoms and positions in Å:
C (0.38, 5.66, 1.97)
S (-0.81, 4.52, 1.00)
O (-2.11, 4.46, 1.90)
O (-1.08, 5.13, -0.40)
C (0.08, 2.84, 0.93)
C (1.66, 2.93, 0.40)
C (2.48, 1.49, 0.37)
C (4.05, 1.56, -0.17)
C (4.00, 2.22, -1.70)
C (2.80, 1.62, -2.64)
C (3.19, 1.57, -4.26)
C (3.53, 0.03, -4.78)
C (3.17, -0.24, -6.36)
C (1.57, -0.49, -6.64)
S (0.89, 0.93, -7.65)
C (-0.11, 2.11, -6.58)
N (-1.43, 1.53, -6.09)
N (-1.99, 2.58, -5.35)
C (-1.05, 3.78, -5.33)
O (0.17, 3.51, -6.15)
C (1.77, 0.07, 0.84)
C (0.17, -0.04, 1.34)
C (-0.64, 1.41, 1.36)
N (-0.38, -1.37, 1.76)
S (-1.97, -1.30, 2.44)
C (-0.20, -2.46, 0.72)
C (-1.39, -3.42, 0.10)
C (-1.04, -4.62, -1.01)
C (0.49, -4.93, -1.56)
C (0.86, -6.15, -2.63)
C (2.47, -6.19, -3.03)
O (3.37, -7.02, -2.44)
O (2.95, -5.28, -4.09)
C (1.68, -3.94, -0.97)
C (1.33, -2.76, 0.12)
S (2.68, -1.60, 0.81)
H (1.36, 5.90, 1.37)
H (0.75, 5.08, 2.94)
H (-0.13, 6.67, 2.30)
H (2.13, 3.97, 0.10)
H (4.69, 2.21, 0.57)
H (4.45, 0.47, -0.31)
H (3.81, 3.39, -1.61)
H (5.05, 2.08, -2.24)
H (2.43, 0.54, -2.34)
H (1.86, 2.36, -2.59)
H (2.27, 1.96, -4.89)
H (4.14, 2.25, -4.50)
H (3.02, -0.78, -4.10)
H (4.70, -0.09, -4.67)
H (3.77, -1.21, -6.69)
H (3.56, 0.64, -7.03)
H (1.45, -1.48, -7.29)
H (0.98, -0.66, -5.64)
H (-1.33, 4.78, -4.75)
H (-1.76, 1.47, 1.69)
H (-2.86, -0.84, 1.42)
H (-2.51, -3.28, 0.41)
H (-1.89, -5.32, -1.43)
H (0.15, -6.18, -3.56)
H (0.66, -7.16, -2.03)
H (3.93, -5.07, -3.93)
H (2.83, -4.05, -1.27)
O (2.62, 6.37, -1.39)
N (2.98, 7.04, -0.41)
O (3.38, 6.55, 0.66)
C (2.93, 8.50, -0.51)
C (2.45, 9.09, -1.69)
C (2.39, 10.48, -1.78)
C (2.80, 11.27, -0.70)
C (3.28, 10.68, 0.47)
C (3.35, 9.29, 0.57)
H (2.13, 8.49, -2.54)
H (2.01, 10.95, -2.68)
H (2.74, 12.36, -0.77)
H (3.60, 11.30, 1.30)
H (3.73, 8.84, 1.48)
O (4.70, 4.87, 6.54)
N (3.66, 4.74, 7.20)
O (3.40, 5.38, 8.23)
C (2.67, 3.76, 6.74)
C (2.94, 2.98, 5.60)
C (2.00, 2.04, 5.18)
C (0.81, 1.86, 5.89)
C (0.54, 2.64, 7.02)
C (1.47, 3.59, 7.45)
H (3.86, 3.11, 5.04)
H (2.21, 1.43, 4.30)
H (0.09, 1.12, 5.56)
H (-0.39, 2.50, 7.56)
H (1.25, 4.19, 8.33)
O (-4.01, -6.29, -2.91)
N (-3.56, -5.20, -3.28)
O (-2.37, -4.99, -3.54)
C (-4.49, -4.07, -3.40)
C (-5.84, -4.25, -3.08)
C (-6.73, -3.17, -3.17)
C (-6.26, -1.93, -3.60)
C (-4.92, -1.75, -3.94)
C (-4.03, -2.83, -3.84)
H (-6.22, -5.22, -2.74)
H (-7.77, -3.30, -2.92)
H (-6.95, -1.09, -3.67)
H (-4.56, -0.78, -4.27)
H (-2.98, -2.67, -4.10)
O (0.12, -6.97, 5.46)
N (0.25, -6.32, 4.41)
O (-0.30, -5.24, 4.19)
C (1.12, -6.87, 3.37)
C (1.74, -8.12, 3.56)
C (2.55, -8.65, 2.56)
C (2.74, -7.94, 1.37)
C (2.13, -6.70, 1.18)
C (1.32, -6.16, 2.18)
H (1.61, -8.68, 4.49)
H (3.03, -9.61, 2.70)
H (3.37, -8.36, 0.58)
H (2.29, -6.16, 0.25)
H (0.85, -5.19, 2.01)
O (-8.84, -1.28, 1.23)
N (-7.67, -1.59, 1.50)
O (-6.73, -1.55, 0.68)
C (-7.37, -2.04, 2.86)
C (-8.40, -2.14, 3.80)
C (-8.12, -2.60, 5.09)
C (-6.81, -2.95, 5.43)
C (-5.78, -2.84, 4.50)
C (-6.06, -2.39, 3.20)
H (-9.43, -1.88, 3.55)
H (-8.91, -2.69, 5.82)
H (-6.59, -3.31, 6.44)
H (-4.76, -3.11, 4.77)
H (-5.24, -2.31, 2.48)

Calculated values
2S+1: 1
F_max in eV Å⁻¹: 8.78
Total charge: 0
Structure (SMILES): CS(=O)(=O)c1cc(CCCCCCCSc2nnco2)c2c(c1)N(S)c1ccc(CC(=O)O)cc1S2.O=[N+]([O-])c1ccccc1.O=[N+]([O-])c1ccccc1.O=[N+]([O-])c1ccccc1.O=[N+]([O-])c1ccccc1.O=[N+]([O-])c1ccccc1
E_tot in Ha: -5246.854456
Gap between HOMO and LUMO in eV: 7.09

Here are the Mulliken charges for atoms 1 to 99, given in e: number 1, C, carries -0.64; number 2, S, carries 1.13; number 3, O, carries -0.65; number 4, O, carries -0.59; number 5, C, carries 0.00; number 6, C, carries -0.11; number 7, C, carries 0.32; number 8, C, carries -0.61; number 9, C, carries -0.55; number 10, C, carries -0.07; number 11, C, carries 0.00; number 12, C, carries -0.45; number 13, C, carries -0.60; number 14, C, carries -0.51; number 15, S, carries -0.11; number 16, C, carries 0.30; number 17, N, carries -0.18; number 18, N, carries -0.24; number 19, C, carries -0.03; number 20, O, carries -0.22; number 21, C, carries -0.22; number 22, C, carries 0.47; number 23, C, carries -0.66; number 24, N, carries 0.08; number 25, S, carries -0.23; number 26, C, carries 0.41; number 27, C, carries -0.55; number 28, C, carries -0.60; number 29, C, carries 0.55; number 30, C, carries -0.36; number 31, C, carries 0.36; number 32, O, carries -0.56; number 33, O, carries -0.44; number 34, C, carries -0.37; number 35, C, carries 0.06; number 36, S, carries -0.31; number 37, H, carries 0.09; number 38, H, carries 0.28; number 39, H, carries 0.36; number 40, H, carries -0.06; number 41, H, carries 0.28; number 42, H, carries 0.33; number 43, H, carries 0.00; number 44, H, carries 0.45; number 45, H, carries 0.07; number 46, H, carries 0.22; number 47, H, carries -0.28; number 48, H, carries 0.35; number 49, H, carries 0.14; number 50, H, carries 0.27; number 51, H, carries 0.30; number 52, H, carries 0.34; number 53, H, carries 0.32; number 54, H, carries 0.29; number 55, H, carries 0.33; number 56, H, carries 0.15; number 57, H, carries 0.17; number 58, H, carries 0.20; number 59, H, carries 0.36; number 60, H, carries 0.43; number 61, H, carries 0.29; number 62, H, carries 0.37; number 63, H, carries 0.15; number 64, O, carries -0.57; number 65, N, carries 1.07; number 66, O, carries -0.59; number 67, C, carries 0.08; number 68, C, carries -0.22; number 69, C, carries -0.51; number 70, C, carries -0.39; number 71, C, carries -0.50; number 72, C, carries -0.31; number 73, H, carries 0.43; number 74, H, carries 0.37; number 75, H, carries 0.37; number 76, H, carries 0.37; number 77, H, carries 0.43; number 78, O, carries -0.59; number 79, N, carries 0.98; number 80, O, carries -0.59; number 81, C, carries 0.02; number 82, C, carries -0.41; number 83, C, carries -0.32; number 84, C, carries -0.48; number 85, C, carries -0.45; number 86, C, carries -0.30; number 87, H, carries 0.45; number 88, H, carries 0.44; number 89, H, carries 0.43; number 90, H, carries 0.38; number 91, H, carries 0.43; number 92, O, carries -0.59; number 93, N, carries 0.98; number 94, O, carries -0.55; number 95, C, carries 0.05; number 96, C, carries -0.40; number 97, C, carries -0.45; number 98, C, carries -0.45; number 99, C, carries -0.57

Entry 2:
C54H53As2NP2PdS as an isolated structure, computed with wB97M-V/def2-TZVPD.

Atoms and positions in Å:
Pd (0.64, 0.30, 0.54)
C (-1.90, 2.56, 1.71)
C (-2.17, 1.10, 2.11)
As (-0.53, 0.29, 2.81)
C (-0.34, 1.21, 4.50)
C (-1.44, 1.69, 5.20)
C (-1.26, 2.30, 6.44)
C (0.02, 2.42, 6.98)
C (1.11, 1.92, 6.28)
C (0.93, 1.32, 5.05)
C (-0.92, -1.52, 3.40)
C (-0.47, -2.58, 2.63)
C (-0.62, -3.89, 3.06)
C (-1.21, -4.15, 4.29)
C (-1.64, -3.09, 5.08)
C (-1.48, -1.78, 4.65)
As (-0.61, 2.88, 0.23)
C (1.12, 2.91, 1.15)
C (1.29, 3.35, 2.47)
C (2.54, 3.35, 3.06)
C (3.65, 2.91, 2.35)
C (3.51, 2.50, 1.04)
C (2.25, 2.51, 0.43)
C (-0.94, 4.79, 0.10)
C (0.06, 5.74, 0.22)
C (-0.22, 7.09, 0.05)
C (-1.51, 7.50, -0.25)
C (-2.52, 6.55, -0.39)
C (-2.23, 5.21, -0.23)
H (-1.62, 3.16, 2.58)
H (-2.83, 2.99, 1.34)
H (-2.49, 0.50, 1.26)
H (-2.98, 1.08, 2.85)
H (-2.45, 1.61, 4.82)
H (-2.11, 2.67, 6.98)
H (0.16, 2.89, 7.94)
H (2.10, 2.00, 6.70)
H (1.79, 0.93, 4.51)
H (0.02, -2.38, 1.68)
H (-0.26, -4.71, 2.45)
H (-1.32, -5.16, 4.64)
H (-2.08, -3.28, 6.05)
H (-1.80, -0.97, 5.29)
H (0.44, 3.70, 3.04)
H (2.65, 3.71, 4.07)
H (4.63, 2.91, 2.82)
H (4.38, 2.20, 0.46)
H (2.18, 2.32, -0.64)
H (1.08, 5.44, 0.47)
H (0.57, 7.82, 0.16)
H (-1.73, 8.55, -0.38)
H (-3.53, 6.86, -0.63)
H (-3.03, 4.48, -0.37)
C (-2.04, -5.53, -4.54)
S (-0.83, -4.41, -5.15)
C (0.49, -4.55, -3.97)
C (0.26, -3.58, -2.79)
C (0.36, -2.10, -3.20)
N (0.40, -1.23, -2.04)
P (1.80, -0.74, -1.19)
C (2.76, -2.24, -0.80)
C (3.50, -2.92, -1.77)
C (4.19, -4.07, -1.44)
C (4.17, -4.54, -0.13)
C (3.46, -3.86, 0.84)
C (2.76, -2.70, 0.51)
C (2.87, 0.08, -2.40)
C (4.19, 0.34, -2.00)
C (5.03, 1.08, -2.82)
C (4.58, 1.57, -4.03)
C (3.28, 1.31, -4.44)
C (2.43, 0.58, -3.62)
P (-0.94, -0.65, -1.12)
C (-2.18, -2.00, -1.15)
C (-2.59, -2.60, 0.03)
C (-3.56, -3.60, 0.03)
C (-4.15, -3.99, -1.16)
C (-3.78, -3.37, -2.35)
C (-2.81, -2.38, -2.34)
C (-1.80, 0.57, -2.14)
C (-3.17, 0.79, -1.96)
C (-3.79, 1.85, -2.61)
C (-3.06, 2.69, -3.43)
C (-1.69, 2.49, -3.60)
C (-1.07, 1.44, -2.94)
H (-2.93, -5.46, -5.16)
H (-2.27, -5.27, -3.50)
H (-1.63, -6.54, -4.57)
H (1.41, -4.32, -4.51)
H (0.51, -5.59, -3.62)
H (1.05, -3.81, -2.07)
H (-0.69, -3.79, -2.31)
H (-0.49, -1.81, -3.83)
H (1.26, -1.94, -3.80)
H (3.56, -2.53, -2.78)
H (4.78, -4.59, -2.19)
H (4.72, -5.43, 0.13)
H (3.46, -4.21, 1.87)
H (2.22, -2.15, 1.27)
H (4.56, -0.05, -1.06)
H (6.05, 1.27, -2.50)
H (5.24, 2.15, -4.66)
H (2.92, 1.68, -5.39)
H (1.41, 0.38, -3.95)
H (-2.16, -2.30, 0.97)
H (-3.87, -4.05, 0.96)
H (-4.92, -4.75, -1.16)
H (-4.29, -3.62, -3.28)
H (-2.59, -1.85, -3.26)
H (-3.76, 0.14, -1.33)
H (-4.85, 2.02, -2.47)
H (-3.54, 3.52, -3.94)
H (-1.11, 3.15, -4.22)
H (0.01, 1.33, -3.01)

Calculated values
Energy above the lowest of the compared OMol25 structures with the same formula, charge and spin in kcal/mol: 44.90
2S+1: 3
F_max in eV Å⁻¹: 0.52
Total charge: +2
E_tot in Ha: -7824.101736
Gap between HOMO and LUMO (alpha / beta) in eV: 7.38 / 2.35

Here are the Mulliken charges for atoms 1 to 99, given in e: number 1, Pd, carries -0.63; number 2, C, carries -1.40; number 3, C, carries -1.07; number 4, As, carries 1.58; number 5, C, carries 0.45; number 6, C, carries -0.25; number 7, C, carries -0.78; number 8, C, carries -0.61; number 9, C, carries -0.66; number 10, C, carries -0.80; number 11, C, carries 0.76; number 12, C, carries -0.14; number 13, C, carries -0.74; number 14, C, carries -0.73; number 15, C, carries -0.77; number 16, C, carries -0.77; number 17, As, carries 1.81; number 18, C, carries -0.32; number 19, C, carries -0.29; number 20, C, carries -0.71; number 21, C, carries -0.82; number 22, C, carries -0.68; number 23, C, carries -0.64; number 24, C, carries 0.57; number 25, C, carries -0.45; number 26, C, carries -0.79; number 27, C, carries -0.53; number 28, C, carries -0.74; number 29, C, carries -0.50; number 30, H, carries 0.55; number 31, H, carries 0.72; number 32, H, carries 0.16; number 33, H, carries 0.96; number 34, H, carries 0.33; number 35, H, carries 0.44; number 36, H, carries 0.42; number 37, H, carries 0.46; number 38, H, carries 0.42; number 39, H, carries 0.00; number 40, H, carries 0.50; number 41, H, carries 0.43; number 42, H, carries 0.44; number 43, H, carries 0.42; number 44, H, carries 0.42; number 45, H, carries 0.43; number 46, H, carries 0.43; number 47, H, carries 0.47; number 48, H, carries 0.83; number 49, H, carries 0.36; number 50, H, carries 0.41; number 51, H, carries 0.39; number 52, H, carries 0.41; number 53, H, carries 0.23; number 54, C, carries -0.75; number 55, S, carries 0.36; number 56, C, carries -1.06; number 57, C, carries 0.42; number 58, C, carries -0.89; number 59, N, carries 0.51; number 60, P, carries 0.79; number 61, C, carries 0.10; number 62, C, carries -0.11; number 63, C, carries -0.76; number 64, C, carries -0.63; number 65, C, carries -0.68; number 66, C, carries -0.47; number 67, C, carries 1.20; number 68, C, carries -0.78; number 69, C, carries -0.80; number 70, C, carries -0.68; number 71, C, carries -0.87; number 72, C, carries -0.46; number 73, P, carries 1.58; number 74, C, carries 0.28; number 75, C, carries -0.54; number 76, C, carries -0.63; number 77, C, carries -0.69; number 78, C, carries -1.11; number 79, C, carries 0.12; number 80, C, carries 0.58; number 81, C, carries -0.58; number 82, C, carries -0.84; number 83, C, carries -0.73; number 84, C, carries -0.65; number 85, C, carries -0.97; number 86, H, carries 0.39; number 87, H, carries 0.23; number 88, H, carries 0.39; number 89, H, carries 0.47; number 90, H, carries 0.53; number 91, H, carries -0.07; number 92, H, carries -0.03; number 93, H, carries 0.38; number 94, H, carries 0.75; number 95, H, carries 0.52; number 96, H, carries 0.50; number 97, H, carries 0.43; number 98, H, carries 0.51; number 99, H, carries 0.30